Record 1
ORCA calculation (wB97M-V/def2-TZVPD) on C25H34BrCaNO7Se as an isolated structure in a non-equilibrium geometry.

Summary:
Energy above the lowest of the compared OMol25 structures with the same formula, charge and spin, kJ/mol: 52.89
E_HOMO, Ha: -0.2440
Total charge: 0
E, hartree: -7207.6238
M, g/mol: 659.5
Lowest unoccupied orbital energy, eV: 0.324

CARTESIAN COORDINATES (ANGSTROEM)
Ca1 0.98294 0.91201 -0.36186
C1 -0.66834 1.64356 2.60741
C2 -1.49673 0.42561 2.96203
O1 -1.17495 -0.73991 2.22952
C3 -0.03426 -1.45668 2.67846
C4 -0.01366 -2.76587 1.93633
O2 0.13586 -2.61573 0.53104
C5 1.47513 -2.57807 0.07957
C6 1.47299 -2.38858 -1.41364
O3 1.05217 -1.07163 -1.79833
C7 -0.15189 -0.97607 -2.58022
C8 -1.36182 -0.81828 -1.68909
O4 -1.18752 0.44120 -1.02484
C9 -2.27390 0.86102 -0.19227
C10 -1.79746 2.12815 0.48721
O5 -0.57192 1.89570 1.20174
H1 0.35756 1.53220 2.94633
H2 -1.11177 2.51010 3.10480
H3 -2.55027 0.61914 2.76671
H4 -1.38896 0.25334 4.03759
H5 -0.12052 -1.66999 3.74997
H6 0.88130 -0.88234 2.50724
H7 -0.96716 -3.26878 2.08606
H8 0.78255 -3.39846 2.34448
H9 1.98675 -3.51852 0.30940
H10 2.03142 -1.76733 0.56414
H11 0.80956 -3.13019 -1.85971
H12 2.48177 -2.54153 -1.78999
H13 -0.27226 -1.83194 -3.24290
H14 -0.04274 -0.07033 -3.17533
H15 -1.41008 -1.62256 -0.95651
H16 -2.27645 -0.80742 -2.28616
H17 -2.50542 0.07180 0.51833
H18 -3.15422 1.07455 -0.80117
H19 -2.57346 2.53386 1.13722
H20 -1.56213 2.85587 -0.28683
C11 -2.86848 6.05347 -5.32921
C12 -1.84923 5.25057 -4.55402
C13 -1.25668 4.11657 -5.09067
C14 -0.29435 3.37905 -4.39971
C15 0.30519 2.17242 -5.07937
C16 0.09316 3.78288 -3.11081
Se1 1.49839 2.83753 -2.20127
C17 -0.49554 4.93567 -2.55232
C18 -0.12607 5.47359 -1.18729
C19 -1.45318 5.63743 -3.28203
H21 -3.08136 5.59147 -6.29391
H22 -2.51004 7.06745 -5.51580
H23 -3.80968 6.13799 -4.78044
H24 -1.53637 3.79847 -6.09182
H25 0.05275 2.16965 -6.14236
H26 -0.07491 1.24550 -4.64258
H27 1.38850 2.15290 -4.96591
H28 0.86469 5.14324 -0.88795
H29 -0.83527 5.13890 -0.42436
H30 -0.15119 6.56610 -1.19013
H31 -1.88893 6.53376 -2.84387
Br1 5.61858 -1.94223 4.97015
C20 5.59177 -0.90855 3.38798
C21 6.78025 -0.46041 2.83535
N1 6.81766 0.25939 1.71100
C22 5.66188 0.53428 1.10462
C23 4.43045 0.13311 1.60634
C24 4.39396 -0.59917 2.77904
C25 3.16071 0.45071 0.87704
O6 3.15839 0.42809 -0.38331
O7 2.11400 0.69062 1.57191
H32 7.72839 -0.68562 3.31075
H33 5.70872 1.10008 0.18038
H34 3.44948 -0.91654 3.20449

Here are the Löwdin charges for atoms 1 to 5, given in e: 1.231, -0.152, -0.180, -0.138, -0.176



Record 2
ORCA calculation (wB97M-V/def2-TZVPD) on C25H34BrGe2N3NiO2S2 as an isolated structure in a non-equilibrium geometry.

Summary:
Energy above the lowest of the compared OMol25 structures with the same formula, charge and spin, kJ/mol: 0.00
E_HOMO (alpha / beta), Ha: -0.3011 / -0.3059
<S²>: 2.0078
Total charge: 0
Spin multiplicity: 3
E, hartree: -10320.2714
M, g/mol: 756.5
Lowest unoccupied orbital energy (alpha / beta), eV: -0.368 / -0.956

CARTESIAN COORDINATES (ANGSTROEM)
Ni1 2.54360 0.64752 -0.95937
C1 0.49321 4.25302 1.52664
C2 0.51741 3.23472 0.41686
Ge1 0.45684 1.30203 0.93219
C3 0.84351 0.82334 2.73977
C4 -0.33555 0.29385 3.49860
C5 -1.39265 0.67729 0.45789
C6 -1.58060 0.22627 -0.77401
Ge2 0.08858 0.40880 -1.82579
C7 -0.31996 1.86900 -3.16213
C8 -0.13420 1.45314 -4.65120
C9 0.81245 -1.17985 -2.73309
C10 -0.30951 -1.90071 -3.51744
C11 -3.00232 -0.01097 -1.29115
C12 -3.40516 -1.33456 -1.55871
C13 -4.69098 -1.63164 -1.93316
C14 -5.60943 -0.62479 -2.09112
C15 -5.23449 0.71578 -1.91071
C16 -3.91813 0.99341 -1.54687
H1 0.59422 5.28637 1.09624
H2 1.34956 4.10378 2.21750
H3 -0.39729 4.22038 2.17825
H4 1.43361 3.25387 -0.20856
H5 -0.26050 3.37652 -0.27024
H6 1.26780 1.73836 3.22552
H7 1.69928 0.09626 2.76987
H8 -1.20571 0.97311 3.54753
H9 -0.06752 0.09580 4.55998
H10 -0.63107 -0.69213 3.19512
H11 -2.23959 0.77967 1.14098
H12 0.38239 2.72444 -2.99089
H13 -1.30431 2.32788 -2.99696
H14 0.87080 1.09134 -4.93366
H15 -0.31129 2.32813 -5.28895
H16 -0.90723 0.76774 -4.98909
H17 1.20253 -1.85093 -1.96457
H18 1.58420 -0.85439 -3.43917
H19 -0.89188 -2.51005 -2.85654
H20 0.00376 -2.58764 -4.33663
H21 -1.03207 -1.24330 -4.00183
H22 -2.65814 -2.13663 -1.47020
H23 -4.98540 -2.66643 -2.21259
H24 -6.63230 -0.92164 -2.29860
H25 -5.91526 1.50956 -2.14227
H26 -3.50887 2.00750 -1.48181
Br1 3.24429 1.93893 -2.79350
N1 -1.58051 -4.00211 3.56414
C17 -0.46106 -3.58573 2.79682
C18 0.81645 -3.72606 3.37367
C19 1.91807 -3.23527 2.71241
C20 1.72732 -2.52635 1.53508
C21 0.49103 -2.36849 0.95282
C22 -0.60056 -2.98757 1.54428
S1 3.18208 -1.76206 0.77806
O1 4.12930 -2.84773 0.70394
O2 2.74831 -1.21377 -0.53773
N2 3.53644 -0.65179 1.82612
C23 3.81558 0.64903 1.63415
S2 4.67177 1.53136 2.87864
C24 4.42101 2.97396 1.96167
C25 3.89729 2.71508 0.77219
N3 3.58766 1.39307 0.60393
H27 -1.43887 -4.77369 4.14164
H28 -2.40879 -4.09930 2.99829
H29 0.91872 -4.10669 4.37506
H30 2.87975 -3.26345 3.20870
H31 0.32622 -1.95133 -0.04307
H32 -1.58487 -2.85685 1.09834
H33 4.81828 3.91792 2.27214
H34 3.68278 3.40570 -0.02343

Here are the Löwdin charges for atoms 1 to 5, given in e: 0.175, -0.174, -0.372, 0.980, -0.371



Record 3
ORCA calculation (wB97M-V/def2-TZVPD) on C25H34CeNO2Si as an isolated structure in a non-equilibrium geometry.

Summary:
E_HOMO (alpha / beta), Ha: -0.4113 / -0.4114
Total charge: +1
E, hartree: -1942.6376
M, g/mol: 548.8
Lowest unoccupied orbital energy (alpha / beta), eV: -4.745 / -4.692

CARTESIAN COORDINATES (ANGSTROEM)
C1 2.29035 0.11170 1.85326
C2 2.23733 -0.71364 0.69962
C3 1.88454 0.10526 -0.41845
H1 2.36463 -1.80176 0.67333
C4 1.70688 1.43900 0.06293
C5 1.98257 1.44849 1.46363
H2 1.31350 2.26182 -0.52468
C6 -1.46013 -2.55098 1.83495
C7 -0.12410 -2.74247 1.37908
C8 -0.11673 -2.57797 -0.02937
H3 0.72829 -2.96547 2.01700
C9 -1.46910 -2.35135 -0.46532
C10 -2.29195 -2.35251 0.70791
H4 1.72847 -0.21609 -1.45520
H5 1.87937 2.29335 2.10472
H6 2.49209 -0.23323 2.86864
H7 -3.35365 -2.07720 0.74351
H8 0.76442 -2.54028 -0.66671
H9 -1.80660 -2.62315 2.85447
Ce1 -0.35270 0.24100 1.00053
C11 -1.88082 -1.57973 -1.77867
C12 -3.41885 -1.53867 -1.90218
C13 -1.19847 -2.23074 -2.99316
H10 -3.92448 -2.53407 -1.92825
H11 -3.77295 -0.98434 -2.78646
H12 -3.84678 -0.95714 -1.06609
H13 -1.47716 -3.30010 -3.08633
H14 -0.10992 -2.19738 -2.88006
H15 -1.45366 -1.79367 -3.97203
C14 -1.33761 -0.11766 -1.39492
C15 -1.50121 1.37857 -1.64808
H16 -0.21416 -0.20024 -1.53081
H17 -1.85148 -0.09701 -0.36770
O1 -1.34922 2.06223 -0.47818
N1 -1.48486 1.83286 -2.96961
C16 -0.33728 2.74314 -3.39868
H18 -2.35303 2.26534 -3.30443
C17 0.89144 1.88903 -3.72740
C18 2.12702 2.50918 -3.50086
H19 2.11270 3.49329 -3.03375
C19 3.30638 1.85130 -3.85455
H20 4.24436 2.36178 -3.68499
C20 3.24350 0.55793 -4.37529
H21 4.16036 0.04544 -4.62893
C21 2.01020 -0.07597 -4.58433
H22 1.95656 -1.09566 -4.97070
C22 0.82876 0.60233 -4.27416
H23 -0.17108 0.15747 -4.45034
H24 -0.12447 3.38287 -2.50862
H25 -0.60044 3.37521 -4.31072
C23 -1.78334 0.79170 5.81290
Si1 -0.37467 0.46940 4.63129
C24 0.94895 1.71670 5.07634
C25 0.33688 -1.25157 5.00814
O2 -0.85663 0.56005 3.03747
H26 -1.52151 0.65607 6.86518
H27 -2.65099 0.15113 5.64827
H28 -2.15324 1.81427 5.73230
H29 1.17376 1.70899 6.15144
H30 1.90274 1.54324 4.57452
H31 0.63697 2.73111 4.81620
H32 -0.34476 -2.06824 4.72943
H33 1.29624 -1.44599 4.50765
H34 0.51881 -1.33698 6.09531

Here are the Löwdin charges for atoms 1 to 5, given in e: -0.107, -0.115, -0.162, 0.124, -0.189